1.
The following is a DFT calculation (wB97M-V/def2-TZVPD) of a cluster of 3 separate species, C18H17Cl2NO7 in total at a distorted geometry.

Results
- LUMO energy: -0.061 hartree
- Structure (SMILES): C/C(Cl)=C(/Cl)OC(=O)NCCO.O=C1C=CC(=O)C=C1.O=C1C=CC(=O)C=C1
- Kohn-Sham gap: 7.965 eV
- Relative energy (zero: lowest compared OMol25 entry of this formula, charge and spin): 0.0000 eV

Structure (ORCA input):
```
! wB97M-V def2-TZVPD RIJCOSX def2/J DEFGRID3
* xyz 0 1
C 1.0893 0.4994 4.0492
C -0.2555 0.2040 3.4869
Cl -1.5262 0.0780 4.6501
C -0.5181 0.0690 2.1873
Cl -2.0925 -0.1582 1.5547
O 0.4900 0.1817 1.2701
C 1.2683 -0.9376 1.0850
O 2.4038 -0.8229 0.7037
N 0.5797 -2.1701 1.2926
C 1.0197 -2.9071 2.4915
C 0.9489 -4.4006 2.2296
O 2.1869 -4.9475 1.8204
H 1.6641 1.1042 3.3633
H 1.6360 -0.3940 4.3082
H 0.9599 1.0808 4.9504
H 0.8780 -2.7330 0.5031
H 0.3888 -2.6721 3.3397
H 2.0366 -2.6275 2.7649
H 0.5443 -4.9280 3.0879
H 0.2712 -4.5722 1.4033
H 2.9031 -4.4699 2.2340
O -0.9656 5.4786 1.4409
C -1.2387 4.8121 0.4673
C -1.5865 5.4478 -0.8295
C -1.8885 4.7154 -1.8976
C -1.8880 3.2325 -1.8382
O -2.1649 2.5661 -2.8131
C -1.5396 2.5963 -0.5444
C -1.2390 3.3286 0.5237
H -1.5796 6.5300 -0.8495
H -2.1463 5.1566 -2.8519
H -1.5435 1.5162 -0.5208
H -0.9823 2.8854 1.4783
O -0.4823 0.5197 -5.7341
C -0.1908 -0.2030 -4.8080
C -0.7331 0.0317 -3.4441
C -0.4069 -0.7637 -2.4284
C 0.5053 -1.9163 -2.6174
O 0.8021 -2.6484 -1.6957
C 1.0455 -2.1530 -3.9782
C 0.7235 -1.3589 -4.9946
H -1.4013 0.8768 -3.3302
H -0.7910 -0.6144 -1.4254
H 1.7095 -3.0007 -4.0891
H 1.1055 -1.5117 -5.9958
*
```

***

2.
The following is a DFT calculation (wB97M-V/def2-TZVPD) of the molecule C4H6N2O.

Results
- LUMO energy: 0.032 hartree
- Structure (SMILES): O=C1NC[C@H]2CN12
- Kohn-Sham gap: 10.636 eV
- Relative energy (zero: lowest compared OMol25 entry of this formula, charge and spin): 1.2159 eV

Structure (ORCA input):
```
! wB97M-V def2-TZVPD RIJCOSX def2/J DEFGRID3
* xyz 0 1
O 1.3213 2.1679 0.7149
C 0.8324 1.1802 0.2241
N 1.4264 -0.0513 0.0966
C 0.5088 -1.1124 -0.2612
C -0.7162 -0.2997 -0.6843
C -1.4880 0.3843 0.3748
N -0.4675 1.1077 -0.3874
H 2.3465 -0.2028 0.4776
H 0.2957 -1.7705 0.5925
H 0.8869 -1.7268 -1.0833
H -1.1575 -0.5048 -1.6552
H -2.5056 0.7138 0.1805
H -1.2832 0.1143 1.4104
*
```

***

3.
The following is a DFT calculation (wB97M-V/def2-TZVPD) of a structure of composition C4H9O3 at a distorted geometry.

Results
- LUMO energy: 0.153 hartree
- Kohn-Sham gap: 8.091 eV
- Relative energy (zero: lowest compared OMol25 entry of this formula, charge and spin): 3.3364 eV

Structure (ORCA input):
```
! wB97M-V def2-TZVPD RIJCOSX def2/J DEFGRID3
* xyz -1 1
C -0.2468 1.8219 -0.9251
O 0.3328 1.0776 -1.8755
C -0.7585 1.0778 0.2792
C 0.3403 0.3086 1.0599
C -0.0573 -1.1925 1.2303
O 0.1800 -1.6789 2.3257
H 0.3876 2.7161 -0.5927
H -1.1665 2.1863 -1.5192
H -1.0835 1.9380 0.8586
H -1.4986 0.2900 -0.0217
H 0.7513 0.9157 1.8396
H 1.3890 0.0916 0.5698
H -0.4126 -1.7936 0.3416
H -0.1619 -1.7418 -2.1995
H 0.2277 -0.1805 -1.5258
O 0.2249 -1.4632 -1.4022
*
```

***

4.
The following is a DFT calculation (wB97M-V/def2-TZVPD) of a structure of composition C13H26AlBrCl2N2O3PS at a distorted geometry.

Results
- LUMO energy: 0.099 hartree
- Kohn-Sham gap: 6.772 eV

Structure (ORCA input):
```
! wB97M-V def2-TZVPD RIJCOSX def2/J DEFGRID3
* xyz -1 1
C -2.5512 1.7527 3.4140
C -2.4065 0.9832 2.0914
Cl -3.0950 -0.6632 2.3425
C -0.9827 0.9312 1.5737
Al -0.4983 -0.5343 0.2604
C -1.7035 -0.7403 -1.3476
C -3.2024 -0.5806 -1.1538
C -4.0360 -0.6645 -2.4242
Br -3.8874 -2.4027 -3.3052
C -0.0892 -2.3388 1.0818
C 0.4329 -2.3734 2.5275
S -0.6678 -3.0029 3.8350
C -1.6709 -4.1808 3.0706
N -2.9278 -4.3545 3.3900
N -3.3470 -5.4802 2.6798
C -2.3243 -5.8678 2.0001
O -1.2268 -5.1274 2.2010
P 1.6386 0.2301 -0.5822
O 1.1288 1.3481 -1.7280
Cl 2.4699 -1.3698 -1.6978
H -1.7417 2.4686 3.4968
H -2.4500 1.0637 4.2456
H -3.5120 2.2489 3.4970
H -3.0352 1.4825 1.3639
H -0.8029 1.8869 1.0792
H -0.3069 0.8904 2.4299
H -1.5220 -1.7527 -1.7132
H -1.3521 -0.0755 -2.1382
H -3.4153 0.4129 -0.7573
H -3.5883 -1.3322 -0.4753
H -3.7468 0.0852 -3.1476
H -5.0901 -0.5863 -2.1931
H -0.9545 -2.9709 0.9258
H 0.6971 -2.7673 0.4611
H 1.3677 -2.9187 2.5978
H 0.6401 -1.3629 2.8709
H -2.3451 -6.6979 1.3244
H 1.7644 1.3982 -2.4450
C 5.9041 3.0723 -3.0925
C 4.5367 3.7117 -2.8987
C 4.4374 4.4261 -1.5591
O 3.5074 2.7364 -3.0159
H 6.0836 2.3251 -2.3153
H 5.9563 2.5667 -4.0570
H 6.7005 3.8171 -3.0439
H 4.3508 4.4226 -3.7057
H 4.5744 3.7143 -0.7413
H 3.4526 4.8773 -1.4405
H 5.1954 5.2067 -1.4691
H 3.6415 2.0866 -2.3127
*
```

***

5.
The following is a DFT calculation (wB97M-V/def2-TZVPD) of the molecule C5H11NO2 at a distorted geometry.

Results
- LUMO energy: 0.031 hartree
- Structure (SMILES): C[C@@H](CC=O)NCO
- Kohn-Sham gap: 9.453 eV
- Relative energy (zero: lowest compared OMol25 entry of this formula, charge and spin): 1.9801 eV

Structure (ORCA input):
```
! wB97M-V def2-TZVPD RIJCOSX def2/J DEFGRID3
* xyz 0 1
C -0.7643 0.7178 -1.4720
C -0.2240 0.4586 -0.0646
C -1.3262 0.4227 0.9650
C -0.9855 -0.0207 2.3535
O -1.6641 -0.7964 2.9765
N 0.5660 -0.7636 0.0583
C 1.9393 -0.9240 -0.4256
O 2.2451 0.0641 -1.3904
H 0.0314 0.9665 -2.1660
H -1.2033 -0.2121 -1.8505
H -1.5523 1.4695 -1.4453
H 0.4391 1.2565 0.1639
H -2.1779 -0.1487 0.5854
H -1.8206 1.3995 1.0206
H -0.0465 0.3908 2.7783
H 0.1140 -1.5196 0.5419
H 2.5806 -0.6510 0.4084
H 2.0597 -1.9310 -0.8270
H 1.7896 -0.1787 -2.2104
*
```

***

6.
The following is a DFT calculation (wB97M-V/def2-TZVPD) of the ion C3H8N3 with charge +1 at a distorted geometry.

Results
- LUMO energy: -0.156 hartree
- Structure (SMILES): C[N@@H+]1CN=CN1
- Kohn-Sham gap: 10.541 eV
- Relative energy (zero: lowest compared OMol25 entry of this formula, charge and spin): 4.0221 eV

Structure (ORCA input):
```
! wB97M-V def2-TZVPD RIJCOSX def2/J DEFGRID3
* xyz 1 1
C 1.2970 0.6394 -0.8520
N 0.4181 0.2055 0.2386
C -0.0276 -1.3293 0.1312
N -1.3805 -1.2729 0.4644
C -1.7737 -0.0663 0.3805
N -0.8487 0.8981 0.2291
H 0.8041 0.3558 -1.7008
H 1.5044 1.6606 -0.8234
H 2.1988 0.1550 -0.7714
H 0.7746 0.4111 1.2383
H 0.6990 -1.9069 0.7306
H 0.2267 -1.6402 -0.8302
H -2.8361 0.1808 0.3943
H -1.0562 1.7091 1.1707
*
```

***

7.
The following is a DFT calculation (wB97M-V/def2-TZVPD) of a structure of composition CH2Cl2S2 at a distorted geometry.

Results
- LUMO energy: -0.040 hartree
- Kohn-Sham gap: 8.497 eV
- Relative energy (zero: lowest compared OMol25 entry of this formula, charge and spin): 1.2844 eV

Structure (ORCA input):
```
! wB97M-V def2-TZVPD RIJCOSX def2/J DEFGRID3
* xyz 0 1
C 0.2772 -0.3899 -0.2163
S -0.0131 -1.2912 1.3525
S -1.2417 0.1547 -0.9047
Cl 0.9648 1.6625 0.4754
Cl 1.4590 -0.9165 -1.2225
H -0.8318 -0.3280 2.0944
H -0.6145 1.1084 -1.5788
*
```

***

8.
The following is a DFT calculation (wB97M-V/def2-TZVPD) of a cluster of 3 separate species, C28H59ClIN4O8P in total at a distorted geometry.

Results
- LUMO energy (spin up / spin down): -0.006 / -0.008 hartree
- Kohn-Sham gap (spin up / spin down): 8.714 / 9.164 eV
- <S²>: 2.01

Structure (ORCA input):
```
! wB97M-V def2-TZVPD RIJCOSX def2/J DEFGRID3
* xyz 0 3
C -6.3361 3.4372 -7.6033
C -6.5140 1.7913 -7.5212
N -5.4663 1.1472 -6.6383
C -4.3631 0.4750 -7.4828
O -3.8170 1.5322 -8.3492
C -3.5945 1.0676 -9.7282
C -4.7357 1.5874 -10.8067
O -3.3343 -0.0904 -6.5488
C -2.4767 -1.0622 -7.2450
Cl -0.9683 -0.1048 -7.8205
C -2.0849 -2.3922 -6.3276
O -1.1912 -3.3464 -7.0641
N -1.6001 -2.0582 -4.9378
C -0.1283 -1.7337 -4.8721
C 0.7015 -2.7258 -3.8113
C 1.0953 -1.9105 -2.4064
I -0.4745 -2.3854 -0.9243
P -3.7361 -3.3971 -6.0747
O -4.9539 -2.4908 -5.6350
O -3.5515 -4.6564 -4.8360
O -4.0363 -4.2628 -7.5699
H -5.4720 3.7055 -6.8252
H -7.3169 3.9901 -7.2836
H -5.9558 3.8191 -8.6462
H -6.5043 1.3423 -8.6040
H -7.6147 1.5953 -7.1038
H -5.9505 0.3953 -6.0612
H -4.9125 -0.3470 -8.1117
H -3.5615 -0.1123 -9.8426
H -2.5269 1.4710 -10.0524
H -4.3641 1.2229 -11.8789
H -4.8477 2.7630 -10.8303
H -5.7725 1.0621 -10.6375
H -3.0532 -1.4788 -8.2035
H -0.9638 -2.9443 -7.9754
H -1.8337 -2.7891 -4.2304
H -0.0416 -0.6494 -4.3808
H 0.4223 -1.6636 -5.9007
H 0.1069 -3.6940 -3.5322
H 1.7414 -3.0801 -4.2617
H 1.2319 -0.7579 -2.5971
H 2.1511 -2.3171 -2.0254
H -4.3351 -5.2848 -4.9471
H -4.3251 -3.5737 -8.2516
C -0.3758 -0.3870 2.9733
C 0.4706 -1.5467 3.5602
C -0.1543 -2.9129 3.1678
C -1.4109 -3.2550 3.9596
C -1.1544 -3.1578 5.4605
C -0.5622 -1.7902 5.8896
N 0.6105 -1.3733 5.0450
O 1.7171 -2.1411 5.4542
C -1.6756 -0.7073 5.8391
C -0.2071 -1.8602 7.4133
C 1.8314 -1.4073 2.7966
H -1.4330 -0.4392 3.2220
H 0.0075 0.5857 3.3033
H -0.3424 -0.3915 1.8763
H 0.5794 -3.7153 3.3238
H -0.3931 -2.9257 2.0969
H -2.2357 -2.5984 3.6653
H -1.7298 -4.2746 3.7110
H -2.0943 -3.3476 5.9947
H -0.4727 -3.9685 5.7494
H -1.2524 0.3011 5.9185
H -2.3812 -0.8248 6.6715
H -2.2947 -0.7581 4.9441
H 0.4971 -2.6648 7.6502
H -1.1025 -2.0558 8.0175
H 0.2212 -0.9120 7.7612
H 2.3308 -0.4612 3.0502
H 1.6749 -1.4107 1.7107
H 2.5245 -2.2274 3.0075
C 5.4914 0.7973 5.0423
C 4.3125 1.6691 5.5484
C 3.7098 2.4837 4.3719
C 4.5733 3.6659 3.9476
C 4.9076 4.5549 5.1416
C 5.5443 3.7755 6.3215
N 4.7725 2.5366 6.6843
O 3.6253 2.9473 7.3890
C 7.0129 3.4119 5.9667
C 5.7063 4.7552 7.5325
C 3.2509 0.6024 5.9836
H 6.2516 1.3521 4.4977
H 5.9775 0.2727 5.8731
H 5.1408 0.0318 4.3384
H 2.7191 2.8653 4.6535
H 3.5472 1.8315 3.5047
H 5.4879 3.3128 3.4608
H 4.0360 4.2556 3.1948
H 5.5803 5.3565 4.8106
H 3.9861 5.0507 5.4740
H 7.4215 2.6779 6.6715
H 7.6624 4.2953 6.0122
H 7.1365 3.0311 4.9535
H 4.7582 5.2038 7.8475
H 6.3655 5.5942 7.2745
H 6.1506 4.2438 8.3954
H 3.6173 0.0037 6.8298
H 3.0340 -0.0935 5.1636
H 2.2922 1.0467 6.2684
*
```

***

9.
The following is a DFT calculation (wB97M-V/def2-TZVPD) of the molecule CH4IP at a distorted geometry.

Results
- LUMO energy: -0.005 hartree
- Structure (SMILES): C=[PH2]I
- Kohn-Sham gap: 8.320 eV
- Relative energy (zero: lowest compared OMol25 entry of this formula, charge and spin): 1.7595 eV

Structure (ORCA input):
```
! wB97M-V def2-TZVPD RIJCOSX def2/J DEFGRID3
* xyz 0 1
C -1.0134 -0.6956 0.0260
P 0.2680 0.3865 0.1475
I 2.4844 0.6088 -1.0360
H -0.7470 -1.7071 0.3072
H -1.6139 -0.6336 -0.8694
H -0.1789 1.6787 0.0093
H 0.8008 0.3622 1.4155
*
```

***

10.
The following is a DFT calculation (wB97M-V/def2-TZVPD) of a structure of composition C6H5CeN2O5S at a distorted geometry.

Results
- LUMO energy (spin up / spin down): -0.335 / -0.334 hartree
- Kohn-Sham gap (spin up / spin down): 7.016 / 7.071 eV
- <S²>: 0.75
- Relative energy (zero: lowest compared OMol25 entry of this formula, charge and spin): 0.0000 eV

Structure (ORCA input):
```
! wB97M-V def2-TZVPD RIJCOSX def2/J DEFGRID3
* xyz 2 2
O -3.8161 -2.5201 -1.9855
C -2.9591 -2.0694 -1.3248
Ce -1.2981 -0.7174 -0.2989
O -0.9768 -4.1425 -1.7105
C -0.8440 -3.1095 -1.1983
C 1.2545 -0.8721 -0.6772
O 2.3944 -0.9473 -0.8174
C -1.1818 1.5308 -1.3698
O -0.6576 2.5623 -1.5878
C -0.2870 -0.4448 -2.6463
O 0.1372 -0.1576 -3.6820
H -2.3780 0.6225 -1.5112
N 1.4643 2.0088 1.4248
C 0.9046 1.1236 2.2757
N 1.6871 0.6271 3.2403
S -0.7015 0.5449 2.1308
H 2.3545 2.4624 1.6398
H 0.9120 2.4900 0.7238
H 1.3699 0.0300 4.0138
H 2.6215 0.9780 3.3609
*
```

***

11.
The following is a DFT calculation (wB97M-V/def2-TZVPD) of the molecule C5H12O.

Results
- LUMO energy: 0.028 hartree
- Kohn-Sham gap: 7.833 eV
- Relative energy (zero: lowest compared OMol25 entry of this formula, charge and spin): 3.9898 eV

Structure (ORCA input):
```
! wB97M-V def2-TZVPD RIJCOSX def2/J DEFGRID3
* xyz 0 1
C 1.3923 0.2723 -1.4508
C 0.2445 0.5848 -0.5166
C -0.7759 1.5572 -1.0767
C 0.4274 -1.4844 0.9798
C -0.4181 -1.1151 2.1820
O -0.4170 -0.6883 -0.2395
H 2.0834 -0.4040 -0.9419
H 1.0233 -0.2096 -2.3624
H 1.9117 1.1961 -1.7254
H 0.6324 0.9340 0.4455
H -1.5955 1.7309 -0.3673
H -0.2937 2.5222 -1.2610
H -1.1935 1.1939 -2.0217
H 0.1425 -2.5027 0.6666
H 0.0029 -1.6609 3.0358
H -1.5012 -1.3674 2.1536
H -0.3387 -0.0477 2.4389
H -1.3271 -0.5113 0.0610
*
```

***

12.
The following is a DFT calculation (wB97M-V/def2-TZVPD) of a cluster of 2 separate species, C2H3BrF2O2 in total at a distorted geometry.

Results
- LUMO energy: 0.001 hartree
- Structure (SMILES): O=C(F)[C@H](O)F.Br
- Kohn-Sham gap: 11.055 eV
- Relative energy (zero: lowest compared OMol25 entry of this formula, charge and spin): 0.4435 eV

Structure (ORCA input):
```
! wB97M-V def2-TZVPD RIJCOSX def2/J DEFGRID3
* xyz 0 1
O -1.0927 -0.7444 0.0233
C -0.0793 -1.0947 0.5894
F 0.1338 -2.4569 0.7887
C 0.9919 -0.1158 1.1380
O 0.3912 1.1259 1.1775
F 2.0187 -0.0192 0.1992
H 1.3304 -0.4352 2.1559
H -0.2747 1.1955 0.3673
Br -1.9835 1.7339 -3.7599
H -1.4359 0.8109 -2.6794
*
```